ORCA calculation (the ωB97M-V functional and the def2-TZVPD basis) on a structure of composition C29H26F3GeIrN3O9S.

The geometry in XYZ format:
```
73
Properties=species:S:1:pos:R:3:forces:R:3
Ir -0.78530 1.27026 1.00471 0.89 -1.27 -0.07
Ge 1.63096 -0.62944 -0.97361 0.05 -0.16 0.32
S -2.20379 3.31223 2.45497 0.03 -0.15 -0.41
F -4.46764 4.58894 2.42431 0.04 -0.07 0.01
F -4.64649 2.58787 3.22906 0.16 0.07 -0.06
F -3.69881 4.14126 4.40092 0.01 -0.07 -0.05
O 0.87045 2.87347 1.50887 -0.63 -0.29 -0.78
O -1.52662 4.56935 2.55158 -0.06 0.05 0.06
O -5.33594 -2.87178 -4.17033 0.89 -0.41 -1.38
O 1.82831 3.75430 3.33897 0.07 -0.20 -0.12
O -2.44188 2.81972 1.06498 0.01 0.32 0.56
O -1.99091 -0.38190 1.17958 1.12 0.57 -0.42
O -7.22343 -2.57319 -3.19173 -1.72 -0.04 0.07
O -3.91335 0.02021 2.25976 -0.36 0.22 0.57
O -1.62153 2.20033 3.21291 -0.04 0.18 0.03
N 1.28655 1.59949 3.35981 -0.09 0.06 -0.06
N -6.01612 -2.48303 -3.24487 1.48 0.86 2.34
N 0.52797 0.53555 2.84089 0.08 0.00 0.19
C 2.50682 -2.49909 1.14798 -0.08 -0.01 0.06
C 1.29584 2.76703 2.65166 -0.25 -0.37 0.56
C 3.18585 -2.84074 2.31198 -0.05 -0.06 -0.01
C -0.47061 -4.15476 -3.32294 -0.03 -0.03 -0.04
C -3.31430 -0.35020 1.28327 -0.16 -0.20 -0.92
C -0.07731 -2.93916 -1.28992 0.00 0.03 -0.02
C -5.40304 -1.05423 0.11053 1.66 0.77 1.36
C 2.87637 1.71461 -2.17096 0.00 -0.01 -0.03
C 3.90184 -1.88146 3.00831 0.02 0.07 0.04
C 4.06198 -0.33740 -2.54156 -0.03 -0.02 0.01
C 5.04936 0.35400 -3.22596 0.01 -0.02 0.00
C -3.28386 -1.25136 -1.06826 0.78 0.47 1.11
C 3.86696 2.41034 -2.85117 -0.01 -0.01 -0.01
C 2.96178 0.33401 -2.00925 -0.03 0.11 -0.07
C -3.93239 -1.76603 -2.16366 -1.16 -0.68 -1.27
C 0.45632 -3.35804 -3.97560 0.01 0.00 -0.01
C 2.52819 -1.19327 0.66693 0.11 0.04 0.04
C -3.99882 -0.89424 0.08131 -0.35 0.52 1.52
C 0.14385 0.52894 -0.58527 -0.69 0.85 0.53
C 4.95216 1.72950 -3.37955 0.01 0.02 -0.01
C 3.27511 -0.24284 1.36916 0.01 -0.01 -0.05
C 0.86342 -2.13148 -1.93309 -0.06 -0.08 -0.06
C -6.06918 -1.56605 -0.97475 -1.04 -0.36 -0.68
C -3.87205 3.65659 3.16898 -0.10 -0.01 0.00
C 3.95117 -0.57670 2.53292 -0.01 -0.06 -0.01
C 1.83067 5.03418 2.66861 -0.11 0.10 -0.03
C 1.11687 -2.35089 -3.28448 0.07 -0.01 0.02
C -5.32761 -1.92101 -2.09857 -0.45 -1.09 -2.76
C -0.73856 -3.94528 -1.97731 -0.01 0.01 0.00
H 4.52866 0.17127 3.05885 0.01 0.05 0.03
H 0.80513 5.31418 2.42327 0.14 -0.02 0.02
H -7.13950 -1.70356 -0.97752 -0.05 -0.02 -0.07
H -3.40266 -2.05907 -3.05650 -0.02 -0.03 -0.07
H 1.13298 -0.27211 2.66504 -0.20 0.23 0.01
H 4.43058 -2.14908 3.91293 0.02 -0.01 0.03
H 3.78887 3.48185 -2.97335 -0.01 0.05 0.00
H 0.65964 -3.51532 -5.02621 0.01 0.00 -0.03
H -0.43977 0.77074 -1.48343 -0.04 0.03 0.05
H 1.83325 -1.72855 -3.80736 0.01 0.02 -0.02
H 4.15326 -1.41084 -2.42188 0.01 -0.05 0.01
H 2.02840 2.25146 -1.76299 -0.03 0.03 0.03
H 2.26918 5.72027 3.38556 -0.02 0.00 -0.04
H -0.31802 -2.76788 -0.24666 -0.02 0.03 0.07
H -5.93273 -0.76482 1.00707 0.02 0.03 0.07
H -1.47119 -4.55724 -1.46905 -0.03 -0.04 0.03
H 5.89596 -0.17815 -3.63815 0.03 -0.02 -0.01
H 3.34274 0.77101 0.99159 -0.02 0.08 -0.02
H -0.99291 -4.93236 -3.86350 -0.01 -0.02 -0.01
H 1.95539 -3.26228 0.61493 -0.02 -0.05 -0.04
H 5.72303 2.26935 -3.91228 0.03 0.02 -0.02
H -0.25329 0.30323 3.45392 0.16 0.04 0.00
H 2.43966 4.96915 1.76957 -0.02 0.05 0.00
H 3.15669 -3.85997 2.67269 0.00 -0.04 0.00
H 1.40729 1.66265 4.36212 -0.01 -0.02 -0.15
H -2.20993 -1.13254 -1.07877 0.07 0.05 0.04
```
Positions in Å, forces in eV/Å.

Calculated values
LUMO (spin up / spin down) = -0.0277 / -0.1601 Eh
Orbital gap (spin up / spin down) = 5.014 / 5.206 eV
Energy above the lowest of the compared OMol25 structures with the same formula, charge and spin = 2.9367 eV
Calculated total energy = -131725.155 eV
Highest occupied orbital energy (spin up / spin down) = -5.8 / -9.6 eV
2S+1 = 6